# 1
Density functional theory data (ωB97M-V with the def2-TZVPD basis set) for a molecular structure, C15H39AsNO6RuSSi3.

```
67
Properties=species:S:1:pos:R:3:forces:R:3:mulliken_spin:R:1
Ru -0.292905 1.461120 1.079891 -0.13 -0.18 0.64 2.81
As 0.467899 -0.813775 -0.097388 0.31 -0.50 -0.78 0.05
S 0.477659 0.164850 3.282701 0.15 0.60 -0.48 -0.03
Si 2.664311 -0.480095 -0.911931 -0.22 -0.10 0.07 0.00
Si 0.615280 -2.931157 1.013237 -0.06 0.35 0.04 0.02
Si -0.722266 -1.389419 -2.081162 -0.26 0.07 0.22 0.01
O -2.228455 3.831643 0.578189 0.02 -0.02 -0.18 -0.01
O 0.433390 1.661483 3.376819 -0.03 -0.13 0.11 0.07
O -0.844185 -0.187961 2.636602 -0.05 -0.06 0.07 0.06
O 0.707662 -0.536253 4.520769 -0.02 0.01 0.06 0.01
O 1.522097 -0.100500 2.237183 -0.05 -0.05 0.40 0.06
O -0.264057 4.024786 1.750374 -0.24 0.11 -0.23 0.00
N -4.113363 2.783708 -0.262190 -0.03 -0.06 0.01 0.11
C -0.648563 -0.137932 -3.481797 0.10 0.09 -0.07 0.00
C -2.754434 3.127181 -0.462679 -0.01 0.16 0.15 0.82
C -1.075867 -3.304538 1.692238 -0.15 -0.03 -0.02 0.00
C -1.387316 3.186410 1.560511 0.37 -0.06 0.13 -0.04
C 1.059247 -4.343705 -0.137564 0.05 -0.09 -0.11 0.01
C 1.924347 -2.984541 2.328247 0.08 -0.10 0.04 0.00
C -0.440618 2.225464 -0.836347 0.04 0.25 -0.03 0.10
C -2.518500 -1.501810 -1.498031 -0.06 -0.04 0.05 0.01
C 2.672425 0.799901 -2.277733 -0.01 0.10 -0.07 0.00
C -0.399481 -2.993548 -3.012274 0.08 -0.06 -0.03 0.00
C -0.494117 5.264422 2.389420 0.01 0.02 0.07 0.02
C -2.228452 3.023636 2.811575 -0.09 -0.10 0.01 0.00
C 3.791792 0.132959 0.428203 0.09 0.06 0.04 0.00
C -1.903076 2.209249 -1.274262 0.00 0.01 -0.11 -0.14
C 3.398480 -2.049400 -1.634028 0.00 -0.11 -0.06 0.01
H 0.261829 -0.260197 -4.071518 0.00 -0.04 -0.03 0.00
H -2.720993 3.969481 3.062048 -0.01 -0.01 0.00 0.00
H -1.621590 2.679399 3.646882 0.04 0.00 -0.05 0.01
H 3.686351 0.826291 -2.687369 0.02 0.06 -0.04 0.00
H 3.424286 1.069316 0.846624 0.00 0.03 0.00 0.00
H 3.863067 -0.565550 1.259373 0.02 -0.04 0.02 0.00
H -1.809444 -3.372925 0.884378 -0.01 -0.05 0.00 0.00
H -1.495607 -0.374820 -4.131964 -0.01 0.03 -0.07 0.00
H 4.301838 -1.791764 -2.193242 0.05 -0.02 -0.01 0.00
H 0.965224 -5.250935 0.467084 0.04 -0.06 0.00 0.00
H 2.712343 -2.557568 -2.313309 0.00 0.01 -0.03 0.00
H -3.001847 2.277990 2.619890 0.00 0.02 -0.01 0.00
H -4.574252 3.482114 0.305757 0.00 0.01 0.00 -0.02
H -0.821341 -3.866098 -2.520460 -0.06 -0.05 0.05 0.00
H 0.403561 -4.451769 -0.994105 -0.09 -0.01 -0.06 0.00
H 1.946219 -4.014290 2.703629 0.08 -0.01 0.00 0.00
H -2.821023 -2.547556 -1.403913 -0.01 -0.03 -0.01 0.00
H -3.190878 -1.021292 -2.212690 -0.03 -0.03 -0.04 0.00
H -1.365881 5.775961 1.970557 0.02 -0.01 0.00 0.00
H -1.403653 -2.526233 2.378836 0.05 0.06 0.05 0.00
H 3.676289 -2.758473 -0.853326 0.02 0.01 0.04 0.00
H 0.389962 5.877838 2.217153 0.00 -0.02 0.00 0.00
H 4.783094 0.292180 -0.009546 0.03 0.01 0.05 0.00
H 2.904251 -2.745920 1.908917 0.02 -0.03 0.00 0.00
H 2.433969 1.792538 -1.893699 0.01 0.02 0.03 0.00
H 1.741589 -2.302674 3.150894 -0.06 0.02 0.09 0.00
H -0.722396 0.906125 -3.193465 -0.04 0.00 0.02 0.00
H -1.044388 -4.265065 2.214785 -0.06 -0.01 0.01 0.00
H -0.627211 5.136384 3.468010 -0.01 0.01 -0.01 0.00
H -4.622296 2.654078 -1.126976 0.04 -0.03 0.00 0.01
H -0.067649 3.255940 -0.806052 -0.01 -0.05 0.01 0.02
H 2.084005 -4.291065 -0.504111 0.02 0.01 0.02 0.00
H -2.306863 1.186956 -1.217478 -0.01 0.02 0.01 0.02
H -2.683238 -1.032580 -0.526326 0.05 0.03 -0.01 0.00
H 0.173397 1.663251 -1.541016 -0.06 0.09 0.06 0.00
H -1.986383 2.490975 -2.338566 0.00 -0.02 0.03 0.03
H -0.915794 -2.868954 -3.968352 0.00 -0.08 -0.07 0.00
H 1.982854 0.585977 -3.092724 0.01 -0.04 -0.01 0.00
H 0.649679 -3.199242 -3.223195 0.05 0.04 -0.01 0.00
```
Forces are in eV/Å.

M, Da: 621.80
Spin multiplicity: 5
HOMO level (spin up / spin down), eV: -3.36 / -5.25
Frontier orbital gap (spin up / spin down), eV: 6.1 / 7.9
E_LUMO (spin up / spin down), eV: 2.716 / 2.640
<S²>: 6.02
ΔE to the lowest compared entry with this formula, charge and spin, kcal/mol: 57.2
Charge: -1

***

# 2
Density functional theory data (ωB97M-V with the def2-TZVPD basis set) for 4 unconnected molecules or ions with the total composition C28H63BNO2 at a distorted geometry.

```
95
Properties=species:S:1:pos:R:3:forces:R:3:mulliken_charge:R:1
O 1.974145 -0.752785 -2.989750 -0.93 -0.41 -0.40 -0.63
O 2.980491 -2.762096 -2.237683 -0.71 -0.99 -0.13 -0.57
N -2.110031 -4.135158 -1.471818 -0.22 -0.66 0.22 0.15
C -1.212980 -3.606500 -0.747632 -0.05 0.28 0.19 -1.14
C -2.344925 0.393989 -2.163151 0.06 0.11 0.07 -1.38
C -0.733241 -7.007774 -2.055349 0.19 -0.38 -0.60 -0.70
C 2.191632 1.167426 0.302166 0.08 0.11 0.11 -0.04
C -2.231393 0.687178 -0.669571 0.03 -0.21 -0.10 1.07
C 1.513524 -6.792920 -1.013506 -0.22 -0.21 -0.37 -1.44
C -0.030270 -3.264085 -1.510735 2.00 -0.34 -0.51 1.30
C 4.253995 4.699229 1.710320 -0.05 0.02 0.15 -1.19
C -4.672663 0.077859 -0.079245 -0.01 -0.04 -0.12 -0.94
C 2.178227 6.603531 0.345972 0.08 -0.02 -0.01 -0.90
C 1.847609 5.423995 1.261656 -0.07 0.00 0.04 -0.20
C 2.444107 7.922839 1.069344 -0.13 0.04 -0.02 -0.43
C -0.427715 -3.409497 -3.000895 -1.16 0.07 1.81 -1.12
C -3.183390 -0.147451 0.185795 0.05 0.04 0.08 0.08
C 0.429601 0.326276 2.733389 -0.03 -0.02 -0.08 0.36
C 0.736802 -6.738007 -2.325120 0.14 0.23 0.66 0.02
C 0.355230 1.634693 3.519004 -0.01 -0.07 0.09 0.16
C 2.910848 5.104650 2.311530 0.03 -0.10 -0.12 -0.20
C 1.243024 8.433695 1.860395 0.10 0.01 0.01 -1.18
C -1.763303 -4.179964 -2.897471 -1.05 1.01 -1.75 -0.02
C -5.141805 1.520541 0.099884 -0.01 -0.01 0.14 -0.45
C 1.847185 -0.172343 2.443199 0.00 0.06 0.07 -0.73
C 0.810476 -2.058193 -1.069913 0.03 -0.04 -0.12 0.33
C 0.975070 1.542604 4.910276 -0.01 0.09 -0.08 -1.46
C -2.076265 -5.421894 -3.729872 0.45 -0.79 0.91 -1.11
C -1.654729 -6.841943 -3.258025 -0.04 0.35 0.19 -0.87
C -4.962254 2.043297 1.522624 0.01 0.03 -0.11 -1.06
C 2.729436 0.817796 1.685328 -0.02 -0.10 -0.12 -0.30
B 1.959282 -1.840471 -2.140829 0.48 0.45 -0.25 0.50
H -1.659654 -5.228580 -4.706135 0.21 0.23 -0.31 0.38
H -5.334918 3.063911 1.605379 0.00 0.00 0.04 0.39
H 4.140240 3.819160 1.072418 0.03 0.01 -0.04 0.13
H -1.625975 0.985928 -2.730263 0.01 -0.03 -0.03 0.44
H 1.777065 -1.102270 1.866237 0.04 0.00 0.00 0.02
H 0.480245 0.773601 5.506754 0.03 -0.02 0.01 0.37
H 1.146567 -7.508557 -2.966922 -0.08 -0.11 -0.39 0.49
H -1.064911 -6.495805 -1.161880 -0.18 0.38 0.22 0.30
H 0.835548 2.440107 2.956303 -0.02 -0.01 -0.04 -0.27
H 0.218966 -1.165798 -0.910034 -0.18 0.18 0.00 -0.45
H 3.051069 5.956602 2.981197 -0.03 0.01 0.01 0.38
H -0.714716 -2.419220 -3.319104 0.38 0.34 -0.61 0.49
H -4.620241 2.177815 -0.600869 -0.01 -0.02 -0.03 0.23
H -3.338287 0.623987 -2.548538 -0.01 -0.03 -0.01 0.45
H -2.968458 0.044458 1.240138 0.00 -0.03 0.01 0.44
H -2.469631 -3.466739 -3.316461 -0.32 0.04 -0.11 0.53
H 3.048397 6.356136 -0.268427 -0.01 -0.02 0.00 0.33
H 1.304623 -2.350172 -0.151154 0.02 0.15 0.46 0.16
H 2.542318 4.283754 2.935109 0.00 0.03 0.05 0.09
H 1.221035 -6.005256 -0.327735 0.10 0.29 0.14 0.32
H 2.867971 1.851190 -0.211310 -0.04 -0.01 -0.07 0.44
H -2.986716 -4.487185 -1.102878 -0.01 -0.03 -0.08 0.31
H -3.912895 2.053850 1.822158 0.00 0.00 0.02 0.17
H -5.246228 -0.568605 0.592306 0.00 0.02 0.02 0.43
H -0.695847 1.917364 3.618965 0.00 0.04 -0.03 0.34
H -6.200058 1.571944 -0.164216 0.00 0.01 -0.04 0.41
H -0.114955 0.451813 1.790412 0.02 -0.01 0.00 -0.56
H -5.513186 1.427166 2.235637 0.02 -0.01 0.02 0.30
H 0.885415 -5.785672 -2.825272 0.09 0.23 -0.18 -0.03
H 2.341665 -0.439669 3.380216 -0.03 -0.02 0.01 0.47
H 0.874648 2.491175 5.438013 0.01 -0.01 0.03 0.43
H -0.772223 -8.057713 -1.792541 -0.18 -0.33 0.21 0.53
H -2.556870 -7.409321 -3.072482 -0.29 -0.11 0.09 0.41
H 2.860469 1.733871 2.266854 0.00 -0.02 0.04 0.00
H 0.634214 -4.110100 -1.295778 0.09 -0.31 0.16 -0.35
H -2.394273 1.751442 -0.490756 -0.01 0.01 0.02 0.47
H 2.580530 -6.787100 -1.183178 0.29 0.19 0.12 0.38
H 2.038814 1.305116 4.864542 0.00 -0.01 0.01 0.30
H -1.172718 -7.347374 -4.082339 0.12 -0.15 -0.35 0.25
H 1.470103 9.390136 2.332139 -0.03 0.00 0.01 0.38
H 1.591153 -0.994807 -3.851433 0.46 0.55 0.18 0.32
H 0.951992 7.738859 2.649717 -0.01 0.00 0.00 0.28
H 3.725253 0.381382 1.574636 0.02 0.03 0.04 0.44
H 4.965085 4.453762 2.500236 0.04 -0.03 -0.04 0.37
H -4.919337 -0.251392 -1.093583 0.01 0.00 0.00 0.33
H -2.140792 -0.665078 -2.367260 -0.04 -0.01 0.00 0.03
H 3.305418 7.824100 1.735221 0.02 -0.02 -0.02 0.23
H 1.347596 6.743349 -0.352894 0.00 0.02 0.00 0.40
H -1.205308 0.478878 -0.349420 -0.01 0.10 0.04 -1.17
H 1.686262 4.536299 0.639160 0.02 -0.02 0.01 0.03
H 4.691364 5.498789 1.111743 -0.01 0.00 -0.02 0.41
H -2.959118 -1.212075 0.019841 0.01 -0.01 0.01 -0.29
H 1.259270 -7.725657 -0.527902 0.08 -0.31 0.26 0.43
H 2.093772 0.271122 -0.314168 -0.01 0.02 -0.03 -0.59
H 0.302818 -3.876447 -3.633174 0.33 -0.11 -0.19 0.60
H 2.719138 8.673840 0.324888 0.04 0.00 0.01 0.38
H 0.381865 8.581222 1.205456 -0.02 -0.02 0.01 0.29
H -3.145519 -5.427755 -3.881821 -0.37 -0.03 -0.05 0.47
H 1.213149 1.648674 0.358172 -0.01 0.01 -0.03 0.09
H 2.872636 -3.364858 -2.993176 0.62 0.39 0.27 0.33
H -1.319835 -3.473762 0.313488 -0.15 0.01 0.33 0.51
H -0.105827 -0.452777 3.287241 -0.01 0.02 0.03 0.49
H 0.896104 5.610421 1.768212 0.00 0.01 -0.01 0.42
```
Forces are in eV/Å.

M, Da: 456.63
HOMO level, eV: -12.24
Frontier orbital gap, eV: 8.3
E_LUMO, eV: -3.947
Charge: +1

***

# 3
Density functional theory data (ωB97M-V with the def2-TZVPD basis set) for 2 unconnected molecules or ions with the total composition CH4OP2 at a distorted geometry.

```
8
Properties=species:S:1:pos:R:3:forces:R:3:nbo_charge:R:1
P -1.334110 0.651718 0.678429 -0.36 0.13 0.15 0.34
P 1.785053 -0.677117 -1.390380 -0.01 0.49 2.38 1.16
O 0.848789 -0.836839 -2.480571 -0.96 -0.13 -1.06 -0.96
C 0.222186 -0.156824 0.928314 1.30 -0.47 -1.18 -0.90
H -1.735028 0.009073 -0.496116 -0.18 -0.18 -0.32 -0.02
H -0.877364 1.798673 0.022075 0.06 0.33 -0.15 -0.03
H 0.940648 0.403863 1.511566 0.11 0.00 0.08 0.21
H 0.149826 -1.192548 1.226683 0.03 -0.16 0.11 0.21
```
Forces are in eV/Å.

M, Da: 93.99
HOMO level (spin up / spin down), eV: -7.63 / -7.38
Frontier orbital gap (spin up / spin down), eV: 6.6 / 6.2
E_LUMO (spin up / spin down), eV: -0.997 / -1.146
ΔE to the lowest compared entry with this formula, charge and spin, kcal/mol: 52.0

***

# 4
Density functional theory data (ωB97M-V with the def2-TZVPD basis set) for 2 unconnected molecules or ions with the total composition C3H6Si at a distorted geometry.

```
10
Properties=species:S:1:pos:R:3:forces:R:3:nbo_charge:R:1
Si 3.139445 0.585415 0.447376 0.04 -0.07 -0.70 0.57
C -1.357730 0.221293 0.644140 -2.51 -0.18 -0.38 -0.44
C -1.077983 -0.022537 -0.840235 0.46 -1.30 3.38 -0.18
C -0.836558 -1.021786 -0.015618 -0.67 2.82 -1.97 -0.18
H -2.481466 0.198230 0.920965 1.83 0.27 -0.16 0.17
H 1.702953 0.042131 0.505592 0.37 0.11 -0.25 -0.29
H -0.792371 0.977255 1.193660 0.29 -0.58 0.10 0.19
H -0.999249 0.578726 -1.682494 -0.03 0.32 -1.52 0.22
H 3.300613 0.474892 -1.134368 -0.34 -0.02 0.98 -0.28
H -0.597650 -2.033616 -0.039015 0.56 -1.38 0.52 0.22
```
Forces are in eV/Å.

M, Da: 70.17
HOMO level, eV: -8.70
Frontier orbital gap, eV: 7.6
E_LUMO, eV: -1.103
ΔE to the lowest compared entry with this formula, charge and spin, kcal/mol: 87.6